P) Here is a single C2H4F2Si molecule from the OMol25 dataset. Energies are from the ωB97M-V functional and the def2-TZVPD basis.

Each line ends with the Mulliken charge.
Geometry (Å):
C 0.16 0.39 -0.53  -0.39
C -0.80 -0.20 -1.25  0.42
F -1.20 0.13 -2.46  -0.21
F -1.73 -1.06 -0.74  -0.21
Si 0.58 0.04 1.25  0.39
H 0.89 0.98 -1.17  0.29
H 0.03 -1.40 1.27  -0.10
H 0.03 0.76 2.38  -0.10
H 2.04 0.35 1.24  -0.10

- Highest occupied orbital energy: -10.0 eV
- Molar mass: 94.1 g/mol
- E_LUMO: 0.7 eV
- Gap between HOMO and LUMO: 0.394 Ha

Q) Here is a single C2H4F2Si molecule from the OMol25 dataset. Energies are from the ωB97M-V functional and the def2-TZVPD basis.

Each line ends with the Mulliken charge.
Geometry (Å):
C -1.52 0.02 -0.01  -0.06
C -0.35 0.58 -0.04  0.11
F -1.55 -1.35 -0.06  -0.23
F -0.26 1.96 0.07  -0.27
Si 1.31 -0.33 -0.01  0.41
H -2.54 0.56 0.00  0.29
H 1.10 -1.75 -0.34  -0.09
H 2.11 0.55 -0.95  -0.07
H 1.70 -0.21 1.33  -0.10

- Highest occupied orbital energy: -10.0 eV
- Molar mass: 94.1 g/mol
- E_LUMO: 1.0 eV
- Gap between HOMO and LUMO: 0.404 Ha

R) Here is a 2-piece molecular cluster, C2H4F2Si overall from the OMol25 dataset. Energies are from the ωB97M-V functional and the def2-TZVPD basis.

Each line ends with the Mulliken charge.
Geometry (Å):
C -2.07 0.39 -0.38  -0.06
C -1.05 0.82 0.31  -0.17
F -2.77 -0.70 -0.09  -0.21
F -0.29 1.87 -0.07  -0.19
Si 2.35 -0.03 -0.18  0.10
H -2.57 0.99 -1.15  0.32
H 2.27 -1.18 -1.20  -0.04
H -0.57 0.05 1.00  0.30
H 2.68 -1.20 0.85  -0.05

- Highest occupied orbital energy: -9.1 eV
- Molar mass: 94.1 g/mol
- E_LUMO: -1.1 eV
- Gap between HOMO and LUMO: 0.295 Ha

Which of them is most stable? Easy: P).

P) Here is a 2-piece molecular cluster, C2H4F2Si overall from the OMol25 dataset. Energies are from the ωB97M-V functional and the def2-TZVPD basis.

Each line ends with the Mulliken charge.
Geometry (Å):
C -0.39 1.08 -0.78  -0.26
C 0.87 0.70 -0.84  0.08
F -1.36 0.24 -1.19  -0.21
F 1.83 1.63 -0.74  -0.23
Si -0.65 -2.09 1.27  0.13
H -0.67 2.14 -0.75  0.31
H -1.63 -1.46 2.19  -0.06
H 1.33 -0.32 -1.07  0.32
H 0.67 -1.93 1.90  -0.07

- Highest occupied orbital energy: -8.4 eV
- Molar mass: 94.1 g/mol
- E_LUMO: -1.0 eV
- Gap between HOMO and LUMO: 0.272 Ha

Q) Here is C2H4F2Si as an isolated structure from the OMol25 dataset. Energies are from the ωB97M-V functional and the def2-TZVPD basis.

Each line ends with the Mulliken charge.
Geometry (Å):
C -0.23 0.69 -0.66  -0.57
C -0.89 1.38 0.21  0.42
F -1.43 2.69 0.19  -0.24
F -1.21 1.00 1.47  -0.21
Si 0.89 -1.46 0.01  0.42
H -0.25 1.01 -1.74  0.31
H -0.43 -2.11 0.37  -0.03
H 1.99 -0.96 1.08  -0.01
H 1.56 -2.25 -0.94  -0.09

- Highest occupied orbital energy: -9.8 eV
- Molar mass: 94.1 g/mol
- E_LUMO: -0.2 eV
- Gap between HOMO and LUMO: 0.353 Ha

Which of them is most stable? Easy: Q).

P) Here is C2HI3 as an isolated structure from the OMol25 dataset. Energies are from the ωB97M-V functional and the def2-TZVPD basis.

Each line ends with the Mulliken charge.
Geometry (Å):
C -0.69 -0.36 0.14  0.06
C -1.59 0.59 -0.12  -0.76
I -1.15 -2.37 0.00  0.13
I -1.96 2.59 0.01  0.26
I -4.40 -0.61 0.00  -0.06
H 0.43 -0.37 0.10  0.37

- Highest occupied orbital energy (spin up / spin down): -8.9 / -9.1 eV
- Molar mass: 405.7 g/mol
- E_LUMO (spin up / spin down): -2.5 / -1.8 eV
- Gap between HOMO and LUMO (spin up / spin down): 0.235 / 0.267 Ha

Q) Here is C2HI3 as an isolated structure from the OMol25 dataset. Energies are from the ωB97M-V functional and the def2-TZVPD basis.

Each line ends with the Mulliken charge.
Geometry (Å):
C 1.02 -0.07 -0.32  -0.55
C -0.85 0.30 0.34  -0.32
I 1.85 -1.92 -0.18  0.13
I -1.31 2.21 -0.18  0.14
I -2.23 -1.13 0.16  0.19
H 1.52 0.60 0.17  0.41

- Highest occupied orbital energy (spin up / spin down): -8.2 / -8.8 eV
- Molar mass: 405.7 g/mol
- E_LUMO (spin up / spin down): -1.1 / -1.1 eV
- Gap between HOMO and LUMO (spin up / spin down): 0.262 / 0.281 Ha

Which of them is most stable? Easy: P).

P) Here is a single C3H4Cl2 molecule from the OMol25 dataset. Energies are from the ωB97M-V functional and the def2-TZVPD basis.

Each line ends with the Mulliken charge.
Geometry (Å):
C 0.90 0.08 -0.73  -0.87
C 0.48 -0.14 0.63  -0.35
C -1.10 0.07 0.51  0.19
Cl -1.73 1.59 -0.10  -0.14
Cl -1.74 -1.34 -0.18  -0.14
H 0.79 1.03 -1.00  0.41
H 0.82 -0.57 -1.60  0.35
H 0.65 -1.17 1.06  0.28
H 0.92 0.45 1.41  0.27

- Highest occupied orbital energy (spin up / spin down): -8.7 / -8.5 eV
- Molar mass: 111.0 g/mol
- E_LUMO (spin up / spin down): -0.4 / -0.1 eV
- Gap between HOMO and LUMO (spin up / spin down): 0.303 / 0.310 Ha

Q) Here is a single C3H4Cl2 molecule from the OMol25 dataset. Energies are from the ωB97M-V functional and the def2-TZVPD basis.

Each line ends with the Mulliken charge.
Geometry (Å):
C 0.93 0.20 0.25  0.05
C -0.22 -0.36 -0.43  -0.22
C -1.41 -0.28 0.01  -0.54
H 0.88 0.09 1.44  0.26
H -0.02 -0.64 -1.44  0.28
H -1.53 -0.08 1.07  0.24
H -2.31 -0.14 -0.63  0.23
Cl 2.40 -0.72 -0.11  -0.17
Cl 1.28 1.92 -0.16  -0.14

- Highest occupied orbital energy: -10.4 eV
- Molar mass: 111.0 g/mol
- E_LUMO: 0.7 eV
- Gap between HOMO and LUMO: 0.408 Ha

Which of them is most stable? Easy: Q).

P) Here is a single C3H4N2 molecule from the OMol25 dataset. Energies are from the ωB97M-V functional and the def2-TZVPD basis.

Each line ends with the Mulliken charge.
Geometry (Å):
C 1.60 0.61 -0.11  0.32
C 0.36 0.18 0.24  -0.08
C -1.02 0.02 -0.43  -0.45
H -0.08 0.47 1.17  0.34
H -0.90 0.16 -1.37  0.34
H -1.94 0.31 0.08  0.25
H -0.45 -1.77 0.89  0.27
N 2.58 1.12 -0.54  -0.42
N -0.15 -1.10 0.06  -0.56

- Highest occupied orbital energy: -10.2 eV
- Molar mass: 68.1 g/mol
- E_LUMO: 0.7 eV
- Gap between HOMO and LUMO: 0.401 Ha

Q) Here is a single C3H4N2 molecule from the OMol25 dataset. Energies are from the ωB97M-V functional and the def2-TZVPD basis.

Each line ends with the Mulliken charge.
Geometry (Å):
C -0.82 -0.63 -0.01  -0.91
C -0.38 0.81 -0.01  0.16
C 1.80 0.29 0.03  0.33
H -1.50 -0.84 -0.86  0.27
H -1.45 -0.75 0.89  0.26
H 0.02 -1.33 0.01  0.34
H -1.20 1.53 -0.01  0.37
N 0.79 1.26 -0.02  -0.43
N 2.75 -0.34 -0.02  -0.39

- Highest occupied orbital energy: -10.9 eV
- Molar mass: 68.1 g/mol
- E_LUMO: 0.4 eV
- Gap between HOMO and LUMO: 0.418 Ha

Which of them is most stable? Easy: Q).

P) Here is a single C3H4N2 molecule from the OMol25 dataset. Energies are from the ωB97M-V functional and the def2-TZVPD basis.

Each line ends with the Mulliken charge.
Geometry (Å):
C 0.52 0.23 -0.06  0.07
C -0.94 0.07 -0.04  -0.39
C -2.15 0.00 -0.02  0.37
H 0.81 -1.83 0.01  0.20
H 2.24 -0.89 0.17  0.24
H 0.41 2.07 -0.03  0.24
H -3.24 -0.06 0.03  0.37
N 1.25 -0.94 -0.06  -0.44
N 1.11 1.34 -0.02  -0.66

- Highest occupied orbital energy: -9.4 eV
- Molar mass: 68.1 g/mol
- E_LUMO: 1.0 eV
- Gap between HOMO and LUMO: 0.383 Ha

Q) Here is a single C3H4N2 molecule from the OMol25 dataset. Energies are from the ωB97M-V functional and the def2-TZVPD basis.

Each line ends with the Mulliken charge.
Geometry (Å):
N -0.18 0.13 -1.27  0.05
C 0.95 -0.31 -0.44  -0.37
C 0.47 -0.17 0.84  -0.20
C -0.87 0.22 0.75  -0.24
N -1.26 0.37 -0.49  -0.61
H -0.61 0.07 -2.21  0.29
H 2.05 -0.53 -0.52  0.33
H 0.99 -0.27 1.79  0.35
H -1.53 0.49 1.55  0.40

- Highest occupied orbital energy: -9.5 eV
- Molar mass: 68.1 g/mol
- E_LUMO: 1.2 eV
- Gap between HOMO and LUMO: 0.392 Ha

Which of them is most stable? Easy: Q).

P) Here is C4HLi2O as an isolated structure from the OMol25 dataset. Energies are from the ωB97M-V functional and the def2-TZVPD basis.

Each line ends with the Mulliken charge.
Geometry (Å):
C -0.71 -2.37 -0.50  -0.71
C -1.31 -1.33 0.17  -0.31
O 0.28 1.30 0.26  -0.93
C 0.62 0.25 -0.49  -0.44
C -0.01 -0.94 -0.14  0.41
H 1.31 0.41 -1.33  0.35
Li 1.45 1.49 1.63  0.86
Li -1.63 1.18 0.40  0.77

- Highest occupied orbital energy (spin up / spin down): -5.9 / -5.9 eV
- Molar mass: 78.9 g/mol
- 2S+1: 2
- E_LUMO (spin up / spin down): -1.4 / -1.5 eV
- Gap between HOMO and LUMO (spin up / spin down): 0.166 / 0.162 Ha

Q) Here is C4HLi2O as an isolated structure from the OMol25 dataset. Energies are from the ωB97M-V functional and the def2-TZVPD basis.

Each line ends with the Mulliken charge.
Geometry (Å):
C 2.98 0.43 0.73  -0.50
C 1.80 -0.01 0.54  -0.23
O -1.67 -0.13 -0.23  -0.92
C -0.59 0.67 -0.21  0.31
C 0.49 0.36 0.52  -0.51
H -0.59 1.50 -0.94  0.28
Li -1.47 -0.52 1.56  0.71
Li -2.47 -0.97 -1.58  0.86

- Highest occupied orbital energy (spin up / spin down): -5.4 / -6.2 eV
- Molar mass: 78.9 g/mol
- 2S+1: 2
- E_LUMO (spin up / spin down): -1.5 / -1.8 eV
- Gap between HOMO and LUMO (spin up / spin down): 0.142 / 0.164 Ha

Which of them is most stable? Easy: Q).

P) Here is a single C22H30N2O2 molecule from the OMol25 dataset. Energies are from the ωB97M-V functional and the def2-TZVPD basis.

Each line ends with the Mulliken charge.
Geometry (Å):
C -1.39 -2.57 -4.03  -1.50
C -1.04 -3.28 -2.76  0.38
C -0.44 -2.60 -1.72  -0.27
C -0.10 -3.25 -0.53  0.87
C -0.37 -4.61 -0.39  -0.65
C -0.97 -5.29 -1.43  -0.74
C -1.30 -4.64 -2.61  -0.50
H -1.76 -5.19 -3.42  0.41
H -1.18 -6.35 -1.32  0.38
H -0.12 -5.11 0.53  0.48
N 0.52 -2.49 0.47  0.02
C 0.60 -2.76 1.80  0.50
O 0.18 -3.77 2.32  -0.67
C 1.32 -1.69 2.61  -1.01
C 0.82 -0.25 2.47  -0.28
H 1.50 0.39 3.04  0.44
H 0.88 0.06 1.43  -0.36
C -0.60 -0.03 3.01  0.48
C -1.71 -0.52 2.06  -0.71
C -2.06 0.56 1.03  -0.97
N -0.98 1.51 0.85  0.31
C -0.24 1.47 -0.29  -0.24
O -0.46 0.63 -1.15  -0.63
C 0.83 2.54 -0.49  0.65
C 0.16 3.88 -0.81  -0.62
C 1.16 4.88 -1.29  -0.46
C 2.37 4.57 -1.72  -0.49
C 2.88 3.16 -1.78  -0.83
C 1.74 2.15 -1.65  -0.87
H 1.15 2.14 -2.57  0.35
H 2.14 1.15 -1.50  0.26
H 3.41 3.01 -2.72  0.48
H 3.60 3.01 -0.97  0.31
H 3.05 5.34 -2.04  0.38
H 0.83 5.91 -1.28  0.40
H -0.36 4.27 0.07  0.26
H -0.60 3.72 -1.58  0.41
H 1.45 2.64 0.41  0.49
C -0.72 2.30 2.03  -0.86
H 0.29 2.72 1.98  0.46
C -0.87 1.45 3.30  -1.46
H -1.88 1.54 3.70  0.44
H -0.18 1.82 4.06  0.48
H -1.42 3.14 2.07  0.32
H -2.27 0.11 0.05  0.44
H -2.94 1.13 1.35  0.35
H -2.60 -0.75 2.64  0.50
H -1.40 -1.44 1.57  0.03
H -0.68 -0.59 3.95  0.79
H 2.38 -1.72 2.31  0.42
H 1.27 -2.00 3.66  0.34
H 0.79 -1.57 0.16  -0.06
H -0.25 -1.54 -1.81  0.36
H -2.38 -2.86 -4.37  0.37
H -0.68 -2.84 -4.82  0.31
H -1.36 -1.50 -3.89  0.31

- Highest occupied orbital energy: -8.2 eV
- Molar mass: 354.5 g/mol
- E_LUMO: 0.6 eV
- Gap between HOMO and LUMO: 0.321 Ha

Q) Here is a single C22H30N2O2 molecule from the OMol25 dataset. Energies are from the ωB97M-V functional and the def2-TZVPD basis.

Each line ends with the Mulliken charge.
Geometry (Å):
C -4.29 -2.19 0.49  -1.88
C -3.03 -1.52 0.03  0.91
C -2.92 -0.23 -0.28  0.10
C -3.98 0.78 -0.26  0.00
C -3.71 2.04 0.29  -0.38
C -4.68 3.02 0.33  -0.62
C -5.94 2.77 -0.20  -0.40
C -6.21 1.54 -0.78  -0.64
C -5.24 0.56 -0.81  -0.29
H -5.45 -0.39 -1.29  0.48
H -7.18 1.35 -1.21  0.37
H -6.70 3.54 -0.18  0.38
H -4.46 3.98 0.76  0.38
H -2.73 2.23 0.70  0.42
H -1.93 0.14 -0.53  0.25
C -1.82 -2.42 -0.07  -1.34
N -0.58 -1.72 0.16  0.71
C 0.59 -2.46 -0.28  -1.57
H 0.74 -3.37 0.33  0.34
C 1.83 -1.57 -0.17  0.32
N 1.97 -1.21 1.23  0.14
C 0.82 -0.48 1.73  -0.62
C -0.42 -1.35 1.55  -1.08
H -0.31 -2.26 2.19  0.28
H -1.30 -0.80 1.88  0.46
H 0.67 0.47 1.21  0.25
H 0.98 -0.28 2.79  0.47
C 3.27 -0.72 1.65  -1.56
C 3.65 0.65 1.18  0.67
C 3.28 1.90 1.57  -0.43
C 3.94 2.82 0.72  -0.74
C 4.69 2.07 -0.14  0.66
O 4.52 0.75 0.13  -0.42
C 5.59 2.44 -1.27  -1.23
H 5.65 3.52 -1.34  0.35
H 5.21 2.03 -2.21  0.29
H 6.58 2.03 -1.10  0.29
H 3.88 3.88 0.74  0.49
H 2.61 2.15 2.38  0.56
H 3.27 -0.72 2.75  0.49
H 4.02 -1.42 1.29  0.45
C 1.71 -0.39 -1.16  -0.30
H 2.11 0.52 -0.70  0.30
H 0.66 -0.21 -1.39  -0.01
C 2.49 -0.66 -2.45  -0.84
H 2.06 -1.52 -2.97  0.34
O 3.84 -0.99 -2.22  -0.55
H 4.20 -0.38 -1.57  0.36
H 2.41 0.22 -3.10  0.33
H 2.71 -2.16 -0.44  0.73
H 0.45 -2.75 -1.32  0.36
H -1.94 -3.28 0.62  0.31
H -1.79 -2.84 -1.09  0.45
H -4.08 -2.82 1.35  0.49
H -4.69 -2.83 -0.30  0.28
H -5.04 -1.46 0.76  0.45

- Highest occupied orbital energy: -8.2 eV
- Molar mass: 354.5 g/mol
- E_LUMO: 0.8 eV
- Gap between HOMO and LUMO: 0.331 Ha

Which of them is most stable? Easy: P).